Formula: C3H7NO3
Source: the Open Molecules 2025 dataset
Level of theory: ωB97M-V/def2-TZVPD

Summary:
2S+1: 1
F_max (eV Å⁻¹): 4.16
Structure (SMILES): CNOCC(=O)O
Orbital gap (eV): 10.45
HOMO (eV): -9.7
Energy (hartree): -398.89711
Energy above the lowest of the compared OMol25 structures with the same formula, charge and spin (kJ/mol): 369.00
Total charge: 0

```
14
Properties=species:S:1:pos:R:3:forces:R:3
C 0.9865 -0.1884 0.3757 1.50 1.37 -2.75
C -1.9174 -0.6469 0.6306 0.90 -0.57 0.78
N -1.3821 0.3835 -0.2091 1.83 0.83 0.03
C 1.7384 0.3221 -0.9381 1.48 -1.99 1.70
O -0.0157 0.7825 0.3148 -3.99 0.13 1.16
O 1.9441 1.6403 -1.0202 -0.31 0.19 -0.01
O 2.2115 -0.4554 -1.7155 -0.15 0.21 -0.62
H 1.3920 2.0954 -0.3593 0.02 -0.23 -0.24
H -1.1923 0.0209 -1.1428 0.11 0.00 0.06
H 0.7475 -1.2448 0.2406 -0.25 0.25 0.11
H 1.6129 -0.0067 1.2565 -0.23 -0.19 -0.04
H -2.8296 -1.0403 0.1828 0.11 -0.03 -0.06
H -2.1452 -0.2132 1.6081 -0.08 -0.11 -0.13
H -1.1505 -1.4489 0.7760 -0.95 0.14 0.01
```
Positions in Å, forces in eV/Å.

---

Formula: C3H7NO3
Source: the Open Molecules 2025 dataset
Level of theory: ωB97M-V/def2-TZVPD

Summary:
2S+1: 1
F_max (eV Å⁻¹): 4.48
Structure (SMILES): CC(=O)[C@@H](O)ON
Orbital gap (eV): 10.23
HOMO (eV): -9.6
Energy (hartree): -398.86339
Energy above the lowest of the compared OMol25 structures with the same formula, charge and spin (kJ/mol): 457.54
Total charge: 0

```
14
Properties=species:S:1:pos:R:3:forces:R:3
C 0.3423 0.3670 -0.6964 0.01 1.50 -1.62
C -0.8311 -1.6612 0.0099 -0.10 -1.74 -0.81
C -1.0247 -0.2140 -0.2798 -0.04 0.58 1.45
N 1.4654 0.8873 1.3948 2.96 2.18 -2.56
O 0.2215 1.6119 -1.3926 -0.97 1.77 1.52
O -2.0620 0.4006 -0.1921 0.78 -0.17 -0.33
O 1.5303 0.3193 0.1412 -1.61 -2.15 -1.35
H 0.5347 -0.3902 -1.4982 0.69 0.85 0.33
H 0.1992 -1.7336 0.4219 -0.47 -0.53 -0.72
H -1.0345 -2.3317 -0.9413 0.80 1.38 1.82
H -1.4930 -2.0345 0.7819 -0.39 0.14 0.02
H 0.8803 0.4972 2.0345 -2.39 -0.92 1.74
H 1.5533 1.8592 1.1521 -0.66 0.44 1.40
H -0.2817 2.4226 -0.9359 1.41 -3.32 -0.91
```
Positions in Å, forces in eV/Å.

---

Formula: C3H7NO3
Source: the Open Molecules 2025 dataset
Level of theory: ωB97M-V/def2-TZVPD

Summary:
2S+1: 1
F_max (eV Å⁻¹): 4.78
Orbital gap (eV): 9.37
HOMO (eV): -8.7
Energy (hartree): -398.89489
Energy above the lowest of the compared OMol25 structures with the same formula, charge and spin (kJ/mol): 374.85
Total charge: 0

```
14
Properties=species:S:1:pos:R:3:forces:R:3
C -0.1394 0.7973 -0.8850 0.24 1.31 0.42
C -1.9438 -0.3163 0.2572 -0.45 -1.58 2.09
C 2.2892 -0.2901 -0.3399 -0.90 0.40 4.39
N -1.1520 -0.0602 -0.9177 0.41 -0.71 0.78
O -0.1543 1.3848 0.3714 -1.43 -1.70 -0.44
O 1.5918 -1.0727 0.5411 1.42 0.13 2.20
O 2.9314 0.6490 -0.0336 1.47 0.90 0.50
H -1.9880 0.6801 0.6858 -0.66 -0.48 0.70
H -2.9605 -0.7210 0.0514 0.78 0.40 -0.24
H -1.4625 -1.0829 1.0651 -0.75 1.88 -2.01
H 1.9941 -0.5389 -1.2498 -0.81 -1.37 -4.51
H -1.1740 -0.7673 -1.6310 0.23 0.33 -0.39
H 1.8991 -0.8604 1.5040 -0.77 -0.25 -2.51
H 0.2689 2.1986 0.5809 1.19 0.74 -0.97
```
Positions in Å, forces in eV/Å.

---

Formula: C3H7NO3P
Source: the Open Molecules 2025 dataset
Level of theory: ωB97M-V/def2-TZVPD

Summary:
2S+1: 3
F_max (eV Å⁻¹): 10.36
Orbital gap (alpha / beta) (eV): 5.50 / 6.60
HOMO (alpha / beta) (eV): -1.6 / -5.0
Energy (hartree): -740.30636
Energy above the lowest of the compared OMol25 structures with the same formula, charge and spin (kJ/mol): 0.00
Total charge: -1

```
15
Properties=species:S:1:pos:R:3:forces:R:3
C -0.2681 1.8977 0.1244 1.62 6.49 1.38
C -0.0464 0.6242 -0.2240 0.68 -9.88 -3.06
C -1.2062 -0.4517 -0.6334 5.71 0.73 -0.25
N -1.7171 -1.2395 0.4166 -1.59 -0.33 1.18
O 1.5144 -1.2243 0.8467 -0.32 -0.80 -0.27
O 1.8309 -1.0102 -1.6475 -0.81 0.32 0.23
O 2.6540 0.8973 -0.0566 -1.09 -1.14 -0.05
P 1.6328 -0.1865 -0.4166 0.45 2.22 0.17
H 0.6226 2.5420 0.1882 -0.78 0.12 -0.36
H -1.2065 2.2300 0.3543 -2.15 1.03 1.12
H -0.5523 -1.0939 -1.2467 -0.76 -0.13 -0.16
H -1.9139 -0.0493 -1.2482 -2.28 1.14 -1.46
H -1.0587 -1.3477 1.1455 1.61 -0.63 0.41
H 2.1237 -0.8404 1.4533 0.78 0.34 1.14
H -2.4093 -0.7479 0.9441 -1.06 0.53 -0.03
```
Positions in Å, forces in eV/Å.

---

Formula: C3H7NO3S
Source: the Open Molecules 2025 dataset
Level of theory: ωB97M-V/def2-TZVPD

Summary:
2S+1: 1
F_max (eV Å⁻¹): 1.49
Orbital gap (eV): 5.72
HOMO (eV): 0.4
Energy (hartree): -797.19181
Energy above the lowest of the compared OMol25 structures with the same formula, charge and spin (kJ/mol): 61.32
Total charge: -2

```
15
Properties=species:S:1:pos:R:3:forces:R:3
O 1.5957 -0.5082 -1.6407 0.02 0.10 -0.06
C 1.4323 -0.4374 -0.3907 -0.24 0.11 0.73
O 2.3326 -0.4773 0.4873 -0.24 -0.04 -0.49
C -0.0495 -0.3335 0.1809 1.14 -0.61 -0.48
C -0.2607 0.9084 1.0127 -0.99 0.57 0.96
S -2.0177 1.1903 1.6617 0.44 -0.28 -0.33
N -0.2200 -1.5483 0.9987 -0.60 -0.26 -0.16
H -0.7233 -0.3965 -0.6728 -0.17 0.19 0.04
H 0.3273 0.7828 1.9209 0.33 0.08 -0.13
H 0.0381 1.8436 0.5418 0.16 -0.14 -0.33
H -1.0061 -1.3695 1.6201 -0.06 0.05 0.01
H 0.6008 -1.6508 1.5788 0.26 0.21 0.05
H -0.8911 -0.7031 -3.2544 0.12 0.15 0.12
H 0.5438 -0.2055 -3.0606 -0.54 0.12 0.34
O -0.2744 -0.0548 -3.6103 0.37 -0.24 -0.26
```
Positions in Å, forces in eV/Å.

---

Formula: C3H7NO4P2
Source: the Open Molecules 2025 dataset
Level of theory: ωB97M-V/def2-TZVPD

Summary:
2S+1: 1
F_max (eV Å⁻¹): 1.95
Structure (SMILES): O=P([O-])([O-])[P@H]1=NOCCC1
Orbital gap (eV): 6.72
HOMO (eV): -0.5
Energy (hartree): -1156.94248
Energy above the lowest of the compared OMol25 structures with the same formula, charge and spin (kJ/mol): 0.00
Total charge: -2

```
17
Properties=species:S:1:pos:R:3:forces:R:3
C 0.2508 -0.2430 -0.4497 0.10 0.25 0.10
C 0.4537 1.2756 -0.5416 0.33 -0.23 -0.23
C -0.1762 -0.6481 0.9565 0.03 0.13 -0.02
N -1.2017 1.9022 1.0517 0.17 1.58 -0.10
O -3.4695 0.1294 3.9930 -0.35 0.29 -0.09
O -2.3527 -1.9432 2.9884 0.01 -0.17 -0.47
O -0.9586 -0.2696 4.3249 0.25 0.12 -0.07
O -0.7026 2.0137 -0.3428 -0.51 -0.03 0.01
P -1.6313 0.4097 1.4397 0.31 -1.93 -0.05
P -2.2161 -0.5586 3.5574 0.05 -0.08 0.76
H -0.5374 -0.5242 -1.1570 0.06 -0.02 -0.09
H 1.1843 -0.7400 -0.7540 -0.02 -0.03 -0.04
H 1.2304 1.5743 0.1846 -0.01 0.00 -0.01
H 0.7966 1.5449 -1.5569 0.04 -0.05 0.14
H -0.4190 -1.7082 1.0129 -0.14 -0.02 0.15
H 0.6184 -0.4289 1.6786 -0.09 -0.05 0.01
H -2.4794 -0.2066 0.4492 -0.21 0.24 0.00
```
Positions in Å, forces in eV/Å.

---

Formula: C3H7NO4S
Source: the Open Molecules 2025 dataset
Level of theory: ωB97M-V/def2-TZVPD

Summary:
2S+1: 1
F_max (eV Å⁻¹): 4.01
Structure (SMILES): N[C@@H](C[SH](=O)=O)C(=O)O
Orbital gap (eV): 10.10
HOMO (eV): -9.7
Energy (hartree): -872.33711
Energy above the lowest of the compared OMol25 structures with the same formula, charge and spin (kJ/mol): 227.84
Total charge: 0

```
16
Properties=species:S:1:pos:R:3:forces:R:3
C -0.7352 0.0676 -0.5675 1.25 -1.16 -0.01
C -0.5296 -0.6085 0.8459 -0.80 0.52 -2.39
C 0.0552 1.3713 -0.5824 -0.36 -2.66 0.13
H -0.2931 -0.2986 -2.6614 -0.87 -0.66 1.20
H -1.4538 -1.4493 -1.8309 2.11 1.71 -0.59
H -1.6819 0.5530 -0.5999 -1.63 -0.22 0.40
H -1.0472 -1.5907 0.8937 0.16 0.91 0.42
H -0.9390 0.2637 1.3791 0.35 -1.12 1.17
H 1.4077 -0.4456 2.5217 -0.58 -0.20 -1.32
H 0.5999 2.7956 0.3343 1.73 3.08 -0.33
N -0.5738 -0.8221 -1.8015 -1.02 0.21 1.85
O 1.2353 -2.3925 1.4816 0.40 -0.57 -0.90
O 2.1637 -0.1692 0.3984 -2.54 -2.48 1.29
O 0.1576 2.0553 0.6407 -1.48 -3.03 -1.83
O 0.4331 1.6563 -1.6683 1.16 2.46 -0.23
S 1.2010 -0.9861 1.2165 2.13 3.19 1.15
```
Positions in Å, forces in eV/Å.

---

Formula: C3H7NO4S
Source: the Open Molecules 2025 dataset
Level of theory: ωB97M-V/def2-TZVPD

Summary:
2S+1: 1
F_max (eV Å⁻¹): 4.62
Orbital gap (eV): 10.86
HOMO (eV): -10.3
Energy (hartree): -872.32700
Energy above the lowest of the compared OMol25 structures with the same formula, charge and spin (kJ/mol): 254.38
Total charge: 0

```
16
Properties=species:S:1:pos:R:3:forces:R:3
C -0.4007 -0.3772 -1.2372 -1.58 2.45 1.31
C 0.1331 -1.3228 0.5031 -1.20 -0.26 4.45
C 0.6183 -0.0280 -0.1738 1.78 -2.29 -0.77
N -1.1347 -1.0486 -0.1825 -0.99 -0.91 -0.57
O -1.1887 1.8322 0.4770 0.59 0.96 -0.47
O 0.3149 1.1632 2.2633 0.01 -0.74 0.65
O 1.1776 2.4055 0.4001 1.49 2.16 -1.45
O 1.9470 -0.0651 -0.6522 -1.00 0.48 0.96
S 0.3025 1.4325 0.8750 -2.63 -1.87 0.48
H -1.0217 0.3554 -1.6867 -0.24 1.28 -0.54
H 0.0230 -0.9131 -2.0156 1.12 -1.67 -1.17
H 0.5148 -2.3345 0.2714 0.64 0.93 -0.30
H 0.0291 -1.2600 1.7307 0.37 -0.20 -3.10
H -1.8929 1.1664 0.4396 0.60 -0.60 0.35
H -1.6075 -1.8296 -0.5943 -0.48 -0.76 0.51
H 2.1859 0.8237 -0.4179 1.51 1.05 -0.34
```
Positions in Å, forces in eV/Å.